[1]
Below is 2 unconnected molecules or ions with the total composition C4H12 at a distorted geometry, with properties calculated with ωB97M-V with the def2-TZVPD basis set.

XYZ file:
```
16
Properties=species:S:1:pos:R:3:forces:R:3:mulliken_spin:R:1
C -0.13912 -0.46560 -2.32908 0.0 0.2 1.5 0.05
C -0.85097 -1.25480 -1.26108 -0.1 0.0 -1.1 0.05
H 0.27504 -1.11402 -3.03568 1.2 -0.9 -1.0 0.01
H -0.74768 0.20924 -2.85461 -1.1 1.2 -0.5 0.02
H 0.66232 0.19767 -1.91179 0.0 -0.3 -0.2 0.06
H -0.57557 -0.84587 -0.28783 -0.5 0.0 0.7 0.04
H -1.94480 -1.25176 -1.40236 0.3 0.2 0.5 0.02
H -0.51835 -2.27870 -1.30691 0.1 -0.4 0.3 0.00
C 1.02621 0.97356 1.23260 -3.2 -1.1 0.2 0.09
C 0.05211 0.67089 2.39744 2.8 -3.1 -2.9 0.19
H 1.87123 1.46334 1.71287 0.6 0.9 0.0 0.11
H 1.26316 0.10109 0.58661 -0.1 0.6 0.8 -0.01
H 0.50498 1.74129 0.56164 1.1 0.0 0.3 0.10
H -0.03373 1.36862 3.13692 -0.1 2.3 2.3 0.04
H 0.14698 -0.37078 2.77034 -0.5 0.7 -0.2 0.00
H -0.99180 0.85585 1.99092 -0.6 -0.2 -0.6 0.22
```
Forces are in eV/Å.

## Properties
- Total charge: +1
- Energy relative to the best compared isomer or geometry (same formula, charge and spin): 1.096 eV
- Frontier orbital gap (spin up / spin down): 13.1 / 3.6 eV
- Expectation value of S²: 0.753
- HOMO (spin up / spin down): -16.24 / -15.49 eV
- LUMO (spin up / spin down): -3.15 / -11.85 eV
- Spin multiplicity: 2

---

[2]
Below is 2 unconnected molecules or ions with the total composition C4H12 at a distorted geometry, with properties calculated with ωB97M-V with the def2-TZVPD basis set.

XYZ file:
```
16
Properties=species:S:1:pos:R:3:forces:R:3:mulliken_spin:R:1
C -0.70887 1.84915 -1.19857 0.2 -0.6 0.9 0.08
C 0.56501 2.05960 -0.53418 -0.1 0.5 0.0 0.20
H -0.86104 2.77808 -1.81206 -0.2 0.3 -0.3 0.17
H -0.78080 0.99257 -1.86618 0.0 0.2 -0.2 0.01
H -1.53153 1.93102 -0.47418 -0.2 0.0 -0.3 0.04
H 1.41216 2.36339 -1.21626 0.2 -0.3 0.1 0.14
H 1.09381 1.07198 -0.29009 0.2 -0.2 -0.2 0.17
H 0.52597 2.71452 0.33101 0.1 0.0 0.0 -0.01
C -0.21056 -2.07213 1.57843 0.2 -0.5 -0.8 0.02
C 0.35312 -1.84292 0.16756 -1.4 0.7 0.5 0.08
H -0.19868 -3.12977 1.83560 0.2 0.1 0.1 0.00
H 0.38492 -1.51959 2.30039 -0.3 0.1 0.4 0.02
H -1.26460 -1.77731 1.61055 0.2 0.3 0.2 0.02
H 0.64092 -2.76207 -0.32433 0.5 0.2 -0.2 0.00
H -0.40256 -1.31028 -0.44098 0.1 -0.3 -0.2 0.03
H 1.12082 -1.03489 0.22017 0.5 -0.3 -0.2 0.04
```
Forces are in eV/Å.

## Properties
- Total charge: +1
- Energy relative to the best compared isomer or geometry (same formula, charge and spin): 0.495 eV
- Frontier orbital gap (spin up / spin down): 12.7 / 4.0 eV
- Expectation value of S²: 0.754
- HOMO (spin up / spin down): -15.89 / -15.31 eV
- LUMO (spin up / spin down): -3.18 / -11.29 eV
- Spin multiplicity: 2

---

[3]
Below is 2 unconnected molecules or ions with the total composition C4H12BN at a distorted geometry, with properties calculated with ωB97M-V with the def2-TZVPD basis set.

XYZ file:
```
18
Properties=species:S:1:pos:R:3:forces:R:3:mulliken_spin:R:1
B -1.28100 -0.70230 -0.72507 -1.7 11.6 -3.9 1.19
C 2.44595 -0.69468 -0.43101 -2.5 2.8 0.4 0.02
C -2.73392 1.35505 0.19593 1.4 0.2 0.2 0.13
C 2.45114 -0.31115 1.09933 -1.9 -1.9 -0.2 -0.01
C -1.61037 0.85569 -0.73698 1.8 1.1 1.3 -0.06
N -1.06746 -1.90951 -0.52730 1.0 -7.4 0.6 0.75
H 1.31816 -0.87976 -0.59088 1.9 -0.5 -0.2 0.02
H 2.58961 0.20219 -1.13020 0.4 -1.2 1.1 -0.01
H 3.09777 -1.49851 -0.66775 0.3 -0.7 -0.4 0.00
H -2.68995 2.43066 0.27679 -0.1 0.4 0.1 -0.02
H -3.65632 1.10032 -0.22723 -1.6 -0.4 -0.5 -0.01
H -2.64625 0.92579 1.18009 -0.1 -0.1 0.4 -0.05
H 1.60355 0.42857 1.24217 1.6 -0.3 0.2 0.00
H 3.41836 -0.15268 1.60245 -0.5 0.6 -0.4 0.00
H -1.80403 1.44066 -1.69971 0.4 -1.5 0.6 0.03
H -0.59867 1.38783 -0.36884 -1.8 -1.3 -0.7 0.00
H 2.01011 -1.24775 1.61508 0.8 1.3 -0.6 0.00
H -0.84668 -2.73044 -0.10688 0.6 -2.7 1.8 0.02
```
Forces are in eV/Å.

## Properties
- Total charge: 0
- Energy relative to the best compared isomer or geometry (same formula, charge and spin): 2.488 eV
- Frontier orbital gap (spin up / spin down): 4.7 / 7.8 eV
- Expectation value of S²: 2.004
- HOMO (spin up / spin down): -4.16 / -11.15 eV
- LUMO (spin up / spin down): 0.54 / -3.36 eV
- Spin multiplicity: 3

---

[4]
Below is a single C4H12BNO5 molecule at a distorted geometry, with properties calculated with ωB97M-V with the def2-TZVPD basis set.

XYZ file:
```
23
Properties=species:S:1:pos:R:3:forces:R:3:mulliken_charge:R:1
B 1.98060 -0.45091 -0.73781 0.4 0.9 -0.5 0.72
C -1.33135 -0.25617 -2.07178 1.3 1.9 1.0 -1.57
C 0.39041 0.72442 2.14654 -1.2 -3.0 -0.7 -1.26
C -1.52821 0.19230 -0.64770 -2.1 -2.5 1.8 0.33
C -0.48769 -0.45704 1.59798 1.6 1.2 -0.2 0.10
N -0.54418 -0.45876 0.13919 3.2 -0.3 -1.9 0.17
O 2.27186 -1.70820 -0.40081 1.6 -1.5 -0.1 -0.47
O 2.83144 0.39494 -1.41662 1.8 -0.3 -0.5 -0.50
O -1.65625 1.54266 -0.36329 0.0 1.1 -0.9 -0.54
O -1.78426 -0.49131 2.12784 -1.2 0.6 0.4 -0.60
O 0.90745 0.23127 -0.40844 -5.4 0.3 1.7 -0.59
H -2.13792 -0.13915 -2.67255 -3.1 0.6 -1.5 0.49
H -0.62196 0.42236 -2.51042 1.0 -0.2 -0.3 0.33
H -1.09633 -1.27253 -2.14346 0.9 -1.4 0.2 0.37
H 0.11470 1.64283 1.79352 -1.1 2.3 -1.3 0.31
H 0.13170 0.71052 3.15696 0.7 -0.1 2.1 0.46
H 1.37910 0.55917 1.79701 1.0 -0.2 0.7 0.33
H -2.50611 -0.38615 -0.22489 2.0 1.5 -0.8 0.35
H 0.07281 -1.44262 1.75935 -1.2 1.2 0.7 0.31
H 3.19265 -1.82995 -0.71851 -0.9 -0.6 0.5 0.28
H 3.74467 0.05607 -1.50674 -0.8 0.4 -0.1 0.24
H -1.00594 2.04219 -0.90329 -0.4 -0.5 0.5 0.37
H -2.31720 0.37407 2.20790 2.0 -1.6 -0.6 0.37
```
Forces are in eV/Å.

## Properties
- SMILES string: C[C@H](O)N(OB(O)O)[C@@H](C)O
- Total charge: 0
- Energy relative to the best compared isomer or geometry (same formula, charge and spin): 0.000 eV
- Frontier orbital gap: 9.3 eV
- HOMO: -9.12 eV
- LUMO: 0.21 eV

---

[5]
Below is a molecular structure, C4H12BaN3O11 at a distorted geometry, with properties calculated with ωB97M-V with the def2-TZVPD basis set.

XYZ file:
```
31
Properties=species:S:1:pos:R:3:forces:R:3:mulliken_charge:R:1
Ba 0.30372 0.68372 -0.15036 -2.7 1.8 -1.0 1.78
N -2.42017 1.92262 1.79905 1.0 4.7 -1.7 0.91
O -3.55129 2.05646 1.33167 0.4 -1.0 1.2 -0.57
O -1.73978 2.92822 2.17549 -1.3 -0.7 0.7 -0.58
O -1.74454 0.88891 1.67117 0.8 -3.5 -0.4 -0.72
N -1.17972 3.97876 -1.54706 1.8 0.5 0.9 0.85
O -0.88824 3.09496 -0.69434 1.1 -2.4 0.9 -0.55
O -0.27097 4.32417 -2.33300 -0.9 0.2 -0.2 -0.67
O -2.25162 4.50960 -1.39746 -1.0 1.0 -1.2 -0.59
N -1.89482 1.13599 -3.45954 -1.0 0.5 -0.9 0.89
O -3.08002 1.24922 -3.89996 2.0 -0.2 0.5 -0.64
O -1.66140 0.53355 -2.40419 -0.4 -2.0 2.8 -0.59
O -0.89641 1.58894 -3.99822 0.2 0.9 -1.8 -0.63
C 4.24943 -0.21967 1.11536 0.7 -0.3 1.1 -1.01
C 3.15982 0.30214 2.05596 1.7 -0.4 -0.3 -0.26
O 1.98389 -0.45806 1.75736 -0.2 0.8 0.1 -0.40
H 5.20956 0.28223 1.23516 -0.2 0.6 0.1 0.37
H 4.00323 -0.14905 0.05588 -0.3 -0.3 0.1 0.25
H 4.49587 -1.21990 1.47164 -0.3 -0.4 -0.7 0.29
H 3.19226 1.38823 1.96956 -1.4 0.2 -0.3 0.25
H 3.40458 0.12743 3.10365 0.3 -0.1 0.0 0.31
H 1.60760 -0.71122 2.60348 -0.4 0.0 0.0 0.24
C -0.82137 -3.92486 -0.73320 1.4 -0.6 0.5 -1.10
C -1.55500 -2.70540 -0.28440 -0.6 0.1 -1.3 -0.22
O -0.76308 -1.77181 0.39080 1.3 0.3 1.2 -0.32
H 0.01217 -3.79734 -1.42388 -0.6 0.6 -0.9 0.30
H -1.52196 -4.68591 -1.07683 0.2 -0.1 0.0 0.33
H -0.18592 -4.27354 0.08087 -0.6 -0.6 0.7 0.30
H -2.32696 -2.99080 0.43024 -0.5 0.0 -0.6 0.33
H -1.89569 -2.14880 -1.15745 -0.8 -0.2 0.1 0.24
H -0.97317 -1.93881 1.31252 0.3 0.6 0.3 0.19
```
Forces are in eV/Å.

## Properties
- Total charge: -1
- Energy relative to the best compared isomer or geometry (same formula, charge and spin): 0.000 eV
- Frontier orbital gap: 5.9 eV
- HOMO: -4.71 eV
- LUMO: 1.15 eV

---

[6]
Below is a gas-phase ion, C4H12BrN2 (charge +1) at a distorted geometry, with properties calculated with ωB97M-V with the def2-TZVPD basis set.

XYZ file:
```
19
Properties=species:S:1:pos:R:3:forces:R:3:mulliken_charge:R:1
C -2.42846 -1.22974 -0.11171 -1.6 -2.2 0.9 -1.31
C -0.93154 -1.21495 -0.32980 1.8 0.3 -1.0 -0.10
C -0.35632 0.16932 0.21332 -4.2 -0.1 1.0 -1.12
C 1.02587 0.53509 -0.18088 1.1 -0.9 3.0 0.25
N 2.01991 -0.22519 0.62098 1.3 0.6 -1.6 -0.62
N 1.32746 2.02787 0.12880 0.1 0.9 0.8 -0.37
Br 3.71541 -0.51916 -0.35852 -1.5 0.4 0.8 -0.01
H -2.77520 -1.04295 0.95374 0.6 -0.1 -1.2 0.33
H -3.00553 -0.61447 -0.78508 0.3 0.9 -0.1 0.38
H -2.87962 -2.24000 -0.40181 0.9 1.0 0.7 0.35
H -0.76483 -1.30024 -1.48864 0.1 0.0 2.2 0.24
H -0.34838 -2.03171 0.22738 -1.1 0.8 -1.0 0.27
H -1.16766 0.91242 -0.17207 1.7 -0.7 0.4 0.36
H -0.62169 0.12843 1.35634 1.2 0.3 -1.9 0.33
H 1.13995 0.58681 -1.22370 0.4 -0.9 -1.5 0.53
H 1.84947 -1.14134 1.05837 -0.8 0.7 -0.8 0.39
H 0.51116 2.58625 -0.16616 0.2 -0.1 0.4 0.36
H 1.59916 2.26115 1.13382 -0.6 -0.7 -1.4 0.35
H 2.09082 2.35243 -0.47438 0.2 -0.2 0.3 0.40
```
Forces are in eV/Å.

## Properties
- SMILES string: CCC[C@@H]([NH3+])NBr
- Total charge: +1
- Energy relative to the best compared isomer or geometry (same formula, charge and spin): 1.095 eV
- Frontier orbital gap: 9.7 eV
- HOMO: -13.74 eV
- LUMO: -4.00 eV

---

[7]
Below is 2 unconnected molecules or ions with the total composition C4H12ClNSi at a distorted geometry, with properties calculated with ωB97M-V with the def2-TZVPD basis set.

XYZ file:
```
19
Properties=species:S:1:pos:R:3:forces:R:3:mulliken_charge:R:1
C 0.21491 1.67033 -1.32290 -4.4 1.2 2.9 -0.97
C 0.04764 -0.54871 -1.99462 3.8 0.8 0.2 -1.17
C -0.13306 1.04806 2.08033 -4.3 -0.3 -1.0 -1.16
C 0.64782 -1.95870 1.05231 1.3 -1.3 2.1 -0.94
N 0.18895 0.29733 -0.83380 0.4 1.1 0.7 0.27
Si 0.01335 -0.23656 0.77604 -1.9 -0.4 -1.4 0.30
Cl -2.94712 -0.95041 0.53367 1.9 0.4 0.2 -0.62
H -0.61855 1.78118 -2.04042 0.6 -0.1 -0.2 0.45
H -0.26453 2.32119 -0.48677 1.6 -0.5 -1.2 0.21
H 1.11230 2.02793 -1.73248 1.4 0.3 -0.3 0.31
H -0.82442 -1.03279 -1.97092 -3.9 -1.5 -0.5 0.37
H 0.26090 0.06403 -2.89203 -0.3 -0.9 0.4 0.48
H 0.78073 -1.30945 -1.83788 0.8 -0.8 -0.8 0.33
H -0.73682 0.69331 2.92163 0.1 -0.7 -0.1 0.34
H 0.71355 1.37546 2.50539 3.4 1.4 1.2 0.50
H -0.81016 1.89285 1.77151 1.0 -0.6 -0.2 0.31
H 1.81914 -2.03251 0.86780 -2.5 0.2 0.4 0.33
H 0.41614 -2.38709 2.13951 0.7 1.4 -2.0 0.32
H 0.11922 -2.71545 0.46366 0.2 0.4 -0.4 0.34
```
Forces are in eV/Å.

## Properties
- Total charge: 0
- Energy relative to the best compared isomer or geometry (same formula, charge and spin): 3.077 eV
- Frontier orbital gap: 8.9 eV
- HOMO: -8.61 eV
- LUMO: 0.31 eV

---

[8]
Below is 2 unconnected molecules or ions with the total composition C4H12ClNSi at a distorted geometry, with properties calculated with ωB97M-V with the def2-TZVPD basis set.

XYZ file:
```
19
Properties=species:S:1:pos:R:3:forces:R:3:mulliken_charge:R:1
C -2.65202 -1.06594 0.09574 -0.6 -0.1 -0.3 -1.69
C -1.36668 1.20382 -0.07639 0.9 -1.6 -1.0 -1.19
C 3.47405 0.60363 -0.00064 1.5 0.2 -3.4 -0.70
C -1.34861 -0.28216 0.37476 -1.1 -0.9 1.8 0.60
N 2.18903 1.21831 -0.14645 -0.7 0.3 1.0 -0.38
Si 0.05772 -1.14927 -0.50886 1.2 2.3 0.4 0.13
Cl 0.52225 -2.86496 0.40820 0.2 -1.2 0.1 -0.22
H -2.73480 -2.00931 0.65488 0.6 -0.1 -0.6 0.39
H -3.54202 -0.58191 0.45950 -0.3 0.9 0.3 0.42
H -2.87346 -1.18514 -0.96841 0.2 -0.4 0.0 0.44
H -1.40470 1.80258 0.81243 -0.1 0.7 0.0 0.25
H -2.24915 1.25838 -0.70176 -0.2 0.8 -0.1 0.40
H -0.44588 1.41150 -0.70559 -1.0 0.2 0.9 0.35
H 4.28724 1.45696 -0.08740 -1.2 -1.5 0.2 0.26
H 3.52311 0.16392 0.96532 0.8 -0.9 0.6 0.31
H 3.69339 -0.14873 -0.93817 -0.4 1.7 2.6 0.20
H -1.38942 -0.38209 1.54426 1.2 0.3 -2.0 0.25
H 2.06072 1.60279 0.83169 -0.5 -0.3 -1.3 0.20
H 0.19923 -1.05237 -2.01311 -0.5 -0.4 0.6 -0.02
```
Forces are in eV/Å.

## Properties
- Total charge: 0
- Energy relative to the best compared isomer or geometry (same formula, charge and spin): 5.797 eV
- Frontier orbital gap (spin up / spin down): 9.3 / 6.6 eV
- HOMO (spin up / spin down): -9.12 / -6.65 eV
- LUMO (spin up / spin down): 0.14 / -0.05 eV

---

[9]
Below is a molecular structure, C4H12CoFN4O8 at a distorted geometry, with properties calculated with ωB97M-V with the def2-TZVPD basis set.

XYZ file:
```
30
Properties=species:S:1:pos:R:3:forces:R:3:mulliken_spin:R:1
Co -0.29599 -2.59530 0.11334 -2.5 3.8 0.2 2.74
F -0.83039 -0.68254 0.00887 1.3 -4.0 0.2 0.24
C -0.96443 1.76859 -2.80285 -0.4 1.2 -0.5 0.00
N 0.07667 1.05310 -3.56342 2.6 0.0 -0.9 0.00
O -0.16240 -0.08850 -3.95485 0.1 1.1 0.6 0.00
O 1.18567 1.62497 -3.73243 -2.6 -1.2 0.5 0.00
H -1.90169 1.72586 -3.35767 0.0 -0.9 0.3 0.00
H -0.75983 2.83886 -2.83039 0.6 -0.2 0.4 0.00
H -0.97198 1.37580 -1.78611 -0.2 0.0 -0.2 0.00
C -3.55633 -1.62305 2.14278 0.0 1.5 0.6 0.00
N -3.48519 -2.99079 1.67974 -2.4 -1.9 1.0 0.00
O -4.37474 -3.77885 2.03110 2.5 1.9 -1.2 0.00
O -2.52696 -3.30829 0.97219 1.2 -0.6 -0.7 0.02
H -4.55979 -1.22263 1.99846 0.0 -0.3 0.0 0.00
H -2.82150 -0.99556 1.63841 -0.1 -0.3 -0.1 0.00
H -3.34272 -1.63612 3.21157 -0.1 -0.1 0.0 0.00
C 1.06542 0.91357 2.09767 0.2 0.3 -0.1 0.00
N 1.67433 0.80372 3.42327 0.0 -0.5 1.6 0.00
O 1.06770 0.10989 4.23790 0.3 0.2 -0.4 0.00
O 2.72206 1.36818 3.64043 -0.3 -0.1 -0.3 0.00
H 1.28434 1.93143 1.77496 -0.3 -0.3 -0.4 0.00
H 0.01246 0.65732 2.21477 0.2 0.2 -0.2 0.00
H 1.61102 0.18631 1.49640 -0.1 0.2 -0.2 0.00
C 2.53917 -0.20944 -1.66668 1.1 -0.8 -0.2 0.00
N 3.24437 1.05593 -1.33071 -0.5 3.5 -0.2 0.00
O 4.25499 1.46712 -1.90042 -1.3 -2.1 0.6 0.00
O 2.60465 1.79400 -0.57133 0.4 -1.0 0.0 0.00
H 1.52614 -0.24771 -1.26618 0.1 0.7 -0.2 -0.01
H 3.09750 -1.00081 -1.16658 0.3 -0.1 -0.3 0.00
H 2.58747 -0.29507 -2.75223 -0.1 -0.2 0.2 0.00
```
Forces are in eV/Å.

## Properties
- Total charge: +1
- Energy relative to the best compared isomer or geometry (same formula, charge and spin): 0.000 eV
- Frontier orbital gap (spin up / spin down): 5.4 / 4.1 eV
- Expectation value of S²: 3.757
- HOMO (spin up / spin down): -13.54 / -13.54 eV
- LUMO (spin up / spin down): -8.12 / -9.43 eV
- Spin multiplicity: 4

---

[10]
Below is a molecular structure, C4H12CsO2, with properties calculated with ωB97M-V with the def2-TZVPD basis set.

XYZ file:
```
19
Properties=species:S:1:pos:R:3:forces:R:3:mulliken_charge:R:1
Cs -0.40868 0.06340 0.21691 0.0 0.0 0.0 1.04
C 0.77052 -1.71848 -4.75805 0.0 -0.4 -0.4 -1.10
C -0.50642 -1.35865 -4.06953 -0.3 -0.1 -0.1 -0.15
O -0.20848 -0.34188 -3.10628 0.0 0.2 0.7 -0.52
H 1.53557 -2.02115 -4.04594 0.1 0.1 0.0 0.30
H 1.12241 -0.89993 -5.38213 0.1 0.0 0.1 0.30
H 0.56119 -2.57196 -5.40639 0.2 0.0 -0.1 0.35
H -0.94365 -2.24423 -3.59255 0.0 0.1 0.1 0.29
H -1.22469 -0.98725 -4.80631 0.0 0.1 0.1 0.26
H -1.00698 -0.10976 -2.62523 -0.3 0.0 -0.5 0.26
C -0.87130 1.44212 4.63914 0.1 -0.3 0.3 -1.06
C 0.56311 1.43641 4.18345 -0.1 0.0 -0.1 -0.24
O 0.60032 0.93702 2.82095 0.2 0.0 -0.1 -0.54
H -1.48031 2.14498 4.07662 0.0 0.0 0.0 0.29
H -0.89587 1.70197 5.69789 -0.1 0.2 -0.1 0.35
H -1.28632 0.43479 4.56447 -0.1 0.1 -0.1 0.29
H 1.15873 0.78343 4.82287 0.0 0.0 -0.1 0.29
H 0.99422 2.43850 4.20534 0.0 0.0 0.0 0.29
H 1.52663 0.87067 2.56475 0.1 0.1 0.2 0.31
```
Forces are in eV/Å.

## Properties
- Total charge: +1
- Energy relative to the best compared isomer or geometry (same formula, charge and spin): 0.446 eV
- Frontier orbital gap: 10.2 eV
- HOMO: -13.76 eV
- LUMO: -3.57 eV

---

> Which of these has the highest energy relative to the best compared isomer or geometry (same formula, charge and spin)?

number 8